(1)
C19H34LuN3O5P2 | ωB97M-V/def2-TZVPD

Each line ends with the natural charge from an NBO analysis.
Cartesian coordinates (Å):
Lu: 0.60447 0.25811 -0.71013  1.863
P: 2.94627 -1.55309 -0.57355  0.870
C: 2.87007 -1.31178 -2.36660  -0.919
C: 1.61223 -1.80494 -2.99382  0.290
N: 0.42911 -1.41510 -2.41062  -0.670
C: -0.73349 -1.83299 -2.98264  0.235
C: -0.74351 -2.73321 -4.05040  -0.266
C: 0.46680 -3.14891 -4.63227  -0.090
C: 1.65684 -2.63022 -4.11997  -0.255
C: -2.07022 -1.30055 -2.46744  -0.736
P: -1.93009 0.32805 -1.63977  0.743
H: 2.62632 -2.87875 -4.55279  0.250
H: -1.70138 -3.10028 -4.43963  0.244
H: 0.48315 -3.85133 -5.46755  0.250
H: -2.77869 -1.17776 -3.30976  0.268
H: -2.51308 -2.00786 -1.73665  0.266
H: 2.71238 0.02515 -2.36597  0.413
H: 3.76461 -1.60959 -2.91935  0.248
H: 0.23885 3.59648 -1.78693  0.491
O: 2.16054 1.02016 -1.97253  -1.119
H: 2.11293 1.73147 -2.65160  0.515
H: 0.23924 2.01001 0.52356  0.499
O: -0.17309 3.57995 -0.90997  -0.938
H: 0.34689 4.27079 -0.46074  0.502
C: -2.16212 1.47645 -3.02663  -0.926
H: -3.12859 1.27159 -3.50401  0.262
H: -2.14524 2.50627 -2.64684  0.260
H: -1.35967 1.36220 -3.76774  0.257
C: -3.47932 0.45653 -0.71369  -0.929
H: -3.34562 1.20390 0.08172  0.249
H: -4.30004 0.77561 -1.36996  0.270
H: -3.73184 -0.50495 -0.24719  0.261
C: 2.98506 -3.35484 -0.46885  -0.939
H: 3.96354 -3.74690 -0.76187  0.252
H: 2.77791 -3.60473 0.57316  0.254
H: 2.20741 -3.79123 -1.10112  0.244
C: 4.62450 -0.99887 -0.15718  -0.936
H: 4.64698 -0.83473 0.92346  0.250
H: 5.38050 -1.74973 -0.40686  0.258
H: 4.87848 -0.05438 -0.64853  0.256
C: -2.70596 0.36991 4.37573  -0.621
C: -1.89408 0.27612 3.10523  -0.364
C: -0.60415 1.13418 3.18281  -0.309
C: -0.85481 2.66088 3.46848  -0.386
C: -1.98377 3.29388 2.67590  -0.632
C: 0.35504 0.56608 4.21453  0.695
O: 0.36603 0.91863 5.39324  -0.492
N: 1.21722 -0.44706 3.78526  -0.657
C: 1.60706 -0.77398 2.49053  0.799
O: 2.35851 -1.68649 2.22360  -0.510
N: 1.01421 0.08458 1.54148  -0.720
C: 0.02710 0.86049 1.92839  0.822
O: -0.54240 1.52653 0.84311  -0.705
H: -2.07471 0.15410 5.24873  0.241
H: -3.50360 -0.37328 4.31118  0.246
H: -3.15382 1.36521 4.48884  0.226
H: -1.54426 -0.75632 2.92374  0.214
H: -2.47317 0.56952 2.21072  0.220
H: -1.06762 2.70312 4.54672  0.274
H: 0.09126 3.21251 3.31795  0.221
H: -2.96670 2.99407 3.06041  0.225
H: -1.90848 4.38327 2.77123  0.249
H: -1.92274 3.03501 1.61171  0.205
H: 1.72479 -0.94692 4.51972  0.461

Lowest unoccupied orbital energy in Eh: -0.2566
Energy above the lowest of the compared OMol25 structures with the same formula, charge and spin in kJ/mol: 131.0
HOMO in eV: -13.408
Total charge: +2



(2)
C19H34N3O2 | ωB97M-V/def2-TZVPD

Each line ends with the natural charge from an NBO analysis.
Cartesian coordinates (Å):
C: 0.61597 -2.81169 3.11369  -0.681
C: 1.28780 -3.69716 2.07293  0.316
N: 2.37487 -4.30345 2.31153  -0.580
C: 0.56349 -3.75922 0.70503  -0.496
C: 0.24651 -2.31514 0.30455  -0.006
C: 1.33839 -1.45940 0.14425  -0.138
C: 1.10498 -0.13559 -0.17544  0.082
C: 2.25725 0.82976 -0.36111  -0.448
C: 3.42385 0.63214 0.62335  -0.220
C: 4.36064 1.85030 0.42886  -0.597
C: 3.00587 0.61865 2.10352  -0.624
C: -0.20105 0.26623 -0.33541  0.050
N: -1.21661 -0.55966 -0.17768  -0.247
C: -2.62975 -0.10179 -0.33191  -0.204
C: -2.94572 1.14426 0.50541  -0.419
C: -3.29590 0.80878 1.98638  -0.444
C: -2.18668 1.26833 2.96724  -0.059
O: -2.77373 1.82971 4.13890  -0.709
C: -1.01765 -1.85325 0.14063  0.041
H: -0.45994 -2.76328 2.90280  0.205
H: 0.82254 -3.18702 4.11479  0.261
H: 0.97656 -1.78556 2.97004  0.227
H: 2.65068 -4.81116 1.46742  0.332
H: -0.40720 -4.25273 0.84296  0.232
H: 1.17438 -4.25650 -0.05123  0.240
H: 2.34150 -1.84962 0.29228  0.246
H: 2.66297 0.71706 -1.37658  0.236
H: 1.85621 1.84840 -0.27962  0.223
H: 4.02270 -0.24951 0.36388  0.206
H: 5.25089 1.78256 1.05913  0.224
H: 3.83780 2.77651 0.70473  0.206
H: 4.64019 1.95958 -0.62554  0.211
H: 2.65561 -0.36506 2.43829  0.204
H: 2.31228 1.42716 2.35707  0.213
H: 3.91350 0.80596 2.69138  0.231
H: -0.37124 1.31279 -0.57238  0.275
H: -2.79868 0.04384 -1.40170  0.237
H: -3.29465 -0.89399 0.01755  0.217
H: -3.84069 1.59327 0.06195  0.244
H: -2.15699 1.89634 0.43905  0.226
H: -4.19548 1.37308 2.24946  0.243
H: -3.53951 -0.25200 2.12266  0.195
H: -1.56115 0.42253 3.29119  0.159
H: -1.53862 1.99934 2.47221  0.170
H: -2.80002 1.13604 4.80455  0.473
H: -1.85816 -2.51885 0.29769  0.237
C: -1.95014 2.24447 -3.42549  0.537
O: -1.62278 2.27506 -2.24557  -0.685
N: -1.30328 1.56935 -4.38504  -0.413
C: -1.74771 1.57877 -5.76995  -0.403
C: -0.11981 0.80520 -4.02993  -0.415
H: -2.83017 2.79043 -3.79693  0.128
H: -1.97438 0.55992 -6.08730  0.204
H: -0.95827 1.98522 -6.40323  0.209
H: -2.63996 2.19091 -5.87924  0.221
H: -0.38020 0.05022 -3.28444  0.193
H: 0.63064 1.47091 -3.59990  0.215
H: 0.28802 0.31855 -4.91172  0.221

Lowest unoccupied orbital energy in Eh: -0.1367
HOMO in eV: -12.359
Total charge: +1